## w
{"formula": "C4H8ClN", "method": "wB97M-V/def2-TZVPD", "e_homo_ev": -8.96, "gap_ev": 9.87, "species": ["C", "C", "C", "C", "N", "Cl", "H", "H", "H", "H", "H", "H", "H", "H"], "xyz": [[-1.9381, -0.3204, -0.5543], [-1.0177, 0.6042, -0.7559], [-1.7815, -1.4615, 0.3976], [2.4157, 0.1747, 0.0736], [2.5478, 1.4009, 0.5012], [3.9442, -0.5965, -0.0807], [-2.8721, -0.2961, -1.0986], [-0.0684, 0.5605, -0.2478], [-2.7202, -1.6713, 0.9056], [-1.0077, -1.2453, 1.1307], [-1.4910, -2.3588, -0.1496], [-1.1603, 1.3949, -1.4695], [3.4346, 1.8568, 0.7152], [1.7148, 1.9579, 0.6325]], "lowdin_charge": [-0.2465, -0.0234, -0.1171, -0.6259, -0.0448, 0.5453, 0.0868, -0.0059, 0.0656, 0.0691, 0.0745, 0.0455, 0.0895, 0.0872]}

---

## x
{"formula": "C4H8ClN", "method": "wB97M-V/def2-TZVPD", "e_homo_ev": -8.88, "gap_ev": 9.74, "species": ["C", "C", "C", "C", "N", "Cl", "H", "H", "H", "H", "H", "H", "H", "H"], "xyz": [[-1.5572, 0.1003, 0.8939], [-2.3943, -0.9679, 0.1140], [-1.1603, -0.3212, -0.4813], [2.4135, 0.1811, -0.2871], [3.1914, 1.0404, -0.8200], [3.1472, -0.5953, 1.0481], [-2.0660, 1.0358, 1.1490], [-0.8118, -0.2276, 1.5582], [-2.3938, -1.9679, 0.5324], [-3.4795, -0.7090, -0.1689], [-0.2900, -0.9425, -0.4744], [-1.4183, 0.4005, -1.2564], [2.7660, 1.7080, -1.4785], [4.0529, 1.2653, -0.3289]], "lowdin_charge": [-0.1769, -0.1680, -0.2049, -0.6462, -0.0492, 0.5569, 0.0916, 0.0635, 0.0710, 0.1105, 0.0650, 0.0966, 0.1121, 0.0778]}

---

## y
{"formula": "C4H8ClN", "method": "wB97M-V/def2-TZVPD", "e_homo_ev": -8.00, "gap_ev": 8.87, "species": ["C", "C", "Cl", "N", "C", "C", "H", "H", "H", "H", "H", "H", "H", "H"], "xyz": [[1.5800, -0.5351, -1.7208], [1.3800, 0.1084, -0.4841], [2.8446, 0.8039, 0.1995], [0.2553, 0.0193, 0.3168], [0.1448, 0.7529, 1.5619], [-1.0093, 0.0878, -0.4182], [2.6341, -0.5210, -2.0839], [0.6641, -0.7025, -2.3868], [1.1158, 0.7995, 2.1418], [-0.0712, 1.8801, 1.2340], [-0.7881, 0.5916, 2.0659], [-1.4864, 1.1278, -0.5376], [-0.8427, -0.3185, -1.4829], [-1.7912, -0.4710, 0.2320]], "lowdin_charge": [-0.0533, -0.7361, 0.6532, -0.2792, -0.1263, -0.0941, 0.0401, 0.0524, 0.0707, 0.1162, 0.0649, 0.1016, 0.0787, 0.1114]}

---

Which of them is most stable, and which least? Most stable: y; least stable: x.

---

## w
{"formula": "C4H8ClN", "method": "wB97M-V/def2-TZVPD", "e_homo_ev": -9.09, "gap_ev": 10.05, "species": ["C", "C", "C", "Cl", "C", "N", "H", "H", "H", "H", "H", "H", "H", "H"], "xyz": [[-1.0666, -1.0490, 1.0903], [-0.1931, -0.3626, -0.0399], [-0.1034, -0.6505, -1.3472], [-0.9774, -1.9751, -2.1933], [0.3018, 1.0598, 0.3986], [1.2347, 1.3786, -0.5762], [-1.6756, -1.8386, 0.5520], [-1.3865, -0.2615, 1.7456], [-0.4202, -1.7686, 1.7547], [0.6075, 0.0035, -1.9389], [0.7534, 0.8570, 1.2807], [-0.6282, 1.7786, 0.3086], [1.9211, 0.6509, -0.8663], [1.6325, 2.1775, -0.1687]], "lowdin_charge": [-0.0583, -0.3329, -0.5033, 0.5304, -0.2832, -0.0614, 0.0628, 0.0517, 0.1027, 0.0782, 0.0735, 0.1747, 0.1052, 0.0599]}

---

## x
{"formula": "C4H8ClN", "method": "wB97M-V/def2-TZVPD", "e_homo_ev": -9.17, "gap_ev": 10.08, "species": ["C", "C", "Cl", "C", "N", "C", "H", "H", "H", "H", "H", "H", "H", "H"], "xyz": [[-1.3544, 1.5604, -0.3929], [-1.3354, 0.2929, 0.0933], [-2.7441, -0.7875, -0.0824], [-0.1899, -0.2067, 0.9590], [1.0636, 0.1288, 0.2682], [1.3725, -0.8581, -0.7480], [-2.1253, 1.9611, -1.0543], [-0.4616, 2.1526, -0.1096], [-0.2623, -1.2766, 1.1193], [-0.1924, 0.2471, 1.9981], [1.7462, 0.1145, 0.9874], [1.4918, -1.8865, -0.3737], [2.3714, -0.6333, -1.1640], [0.6199, -0.8087, -1.5005]], "lowdin_charge": [-0.0106, -0.7072, 0.5816, -0.2782, -0.1360, -0.1309, 0.0607, 0.0752, 0.0868, 0.1397, 0.0846, 0.0798, 0.0860, 0.0686]}

---

Which of them is most stable, and which least? Most stable: x; least stable: w.

---

## w
{"formula": "C2H2OS2", "method": "wB97M-V/def2-TZVPD", "e_homo_ev": -9.42, "gap_ev": 7.96, "species": ["O", "C", "C", "S", "S", "H", "H"], "xyz": [[-1.6530, 1.3134, -0.1888], [-0.4636, 1.3731, 0.1676], [0.3075, 0.0547, 0.1848], [1.8615, 0.0494, -0.0733], [-0.9752, -1.2489, 0.0125], [0.0167, 2.4540, 0.3574], [-0.0376, -2.3352, 0.0119]], "lowdin_charge": [-0.0544, -0.3464, -1.1652, 0.7386, 0.7386, 0.1599, -0.0711]}

---

## x
{"formula": "C2H2OS2", "method": "wB97M-V/def2-TZVPD", "e_homo_ev": -8.96, "gap_ev": 8.52, "species": ["O", "C", "S", "C", "S", "H", "H"], "xyz": [[0.6035, 2.7134, 0.9984], [-0.4599, 2.6590, 1.4463], [-1.8819, 2.5135, 2.0123], [-0.2408, -0.6619, -0.1083], [-1.0812, -2.0305, -0.0852], [-0.5961, 0.2145, -0.6347], [0.7100, -0.5682, 0.3989]], "lowdin_charge": [0.0988, -0.9111, 0.8053, -0.6000, 0.6128, -0.0058, 0.0000]}

---

## y
{"formula": "C2H2OS2", "method": "wB97M-V/def2-TZVPD", "e_homo_ev": -9.48, "gap_ev": 7.70, "species": ["O", "C", "S", "C", "S", "H", "H"], "xyz": [[-0.9011, -1.4065, 0.8024], [-0.1257, -0.6481, 0.3955], [1.6219, -0.9588, 0.3419], [-0.7132, 0.5462, -0.1369], [0.2080, 1.5146, -1.0520], [1.7810, 0.3542, -0.0423], [-1.8709, 0.5985, -0.3087]], "lowdin_charge": [0.0597, -0.9698, 0.7933, -0.5831, 0.7681, -0.1884, 0.1201]}

---

Which of them is most stable, and which least? Most stable: x; least stable: y.

---

## w
{"formula": "C6H6N2O2", "method": "wB97M-V/def2-TZVPD", "e_homo_ev": -9.64, "gap_ev": 9.58, "species": ["O", "C", "C", "C", "N", "C", "O", "N", "H", "H", "H", "H", "C", "C", "H", "H"], "xyz": [[2.6249, 2.4603, -1.2612], [1.8077, 1.4487, -1.3179], [2.1489, 0.1107, -1.7084], [1.5802, -0.9186, -0.8482], [0.4674, -0.7175, 0.0278], [-0.2900, 0.4169, -0.2498], [-1.4321, 0.5669, 0.0832], [0.6043, 1.5026, -0.7652], [3.2380, 0.0042, -1.9439], [1.9035, -1.9478, -0.8545], [-0.1241, -1.5859, 0.2211], [-0.0009, 2.3819, -0.7246], [-2.8106, -0.4152, 2.3712], [-3.4246, -1.4528, 2.2843], [-2.3520, 0.5490, 2.4936], [-3.9406, -2.4035, 2.1924]], "lowdin_charge": [-0.0108, -0.5088, 0.0135, -0.0130, 0.1009, -0.4485, 0.0853, 0.1641, 0.1244, 0.1076, 0.1867, 0.1957, -0.0309, -0.0128, 0.0249, 0.0219]}

---

## x
{"formula": "C6H6N2O2", "method": "wB97M-V/def2-TZVPD", "e_homo_ev": -9.15, "gap_ev": 8.97, "species": ["O", "C", "O", "C", "C", "C", "N", "C", "C", "N", "H", "H", "H", "H", "H", "H"], "xyz": [[-3.9132, -0.3124, -0.0299], [-2.7060, -0.3274, -0.0367], [-2.0570, -1.5018, -0.0914], [-1.9301, 0.9315, 0.0374], [-0.5911, 1.1987, -0.0329], [0.5294, 0.2965, -0.0844], [0.5174, -0.9967, -0.0536], [1.8002, -1.4000, 0.0354], [2.6357, -0.3326, -0.0032], [1.7893, 0.7537, -0.1415], [-1.0707, -1.4357, -0.1031], [-2.5583, 1.8194, 0.2129], [-0.3473, 2.2645, 0.0879], [2.0532, -2.4386, 0.1867], [3.6981, -0.2754, 0.1440], [2.1504, 1.7561, -0.1277]], "lowdin_charge": [0.0925, -0.5390, 0.0925, 0.0268, 0.0098, -0.3673, 0.0925, -0.1187, -0.0747, 0.0936, 0.0379, 0.1199, 0.1138, 0.1116, 0.1094, 0.1994]}

---

Which of them is most stable, and which least? Most stable: x; least stable: w.

---

## w
{"formula": "C6H6N2O2", "method": "wB97M-V/def2-TZVPD", "e_homo_ev": -9.73, "gap_ev": 10.03, "species": ["O", "C", "C", "C", "N", "C", "O", "N", "H", "H", "H", "H", "C", "C", "H", "H"], "xyz": [[-1.6337, -3.1701, 1.0438], [-1.0822, -2.2059, 0.5716], [-1.7839, -0.9296, 0.5529], [-1.2644, 0.1785, 0.0122], [-0.0667, 0.1305, -0.7494], [0.6988, -0.8952, -0.7874], [1.7404, -0.8656, -1.3265], [0.2566, -2.0975, -0.1713], [-2.8338, -1.0691, 1.0264], [-2.0255, 1.0683, -0.0911], [0.1232, 1.0349, -1.0141], [1.0738, -2.7717, 0.0527], [1.3714, 4.9296, -0.0716], [1.7320, 5.1629, 1.0497], [1.1880, 4.7286, -1.1670], [2.2600, 5.6219, 1.9360]], "lowdin_charge": [0.0792, -0.4058, -0.0429, -0.0499, 0.1345, -0.6424, 0.1091, 0.1851, 0.1522, 0.1630, 0.1273, 0.1892, -0.0507, -0.0469, 0.0471, 0.0519]}

---

## x
{"formula": "C6H6N2O2", "method": "wB97M-V/def2-TZVPD", "e_homo_ev": -9.76, "gap_ev": 10.17, "species": ["O", "C", "C", "C", "N", "C", "O", "N", "H", "H", "H", "H", "C", "C", "H", "H"], "xyz": [[1.5863, 2.1166, 0.8825], [0.6094, 1.3482, 0.6965], [-0.5361, 1.7940, -0.0911], [-1.4647, 0.8898, -0.3603], [-1.5305, -0.3967, 0.0766], [-0.5753, -0.8504, 0.9416], [-0.5909, -1.9528, 1.5027], [0.5404, 0.0068, 1.1785], [-0.3835, 2.7291, -0.5804], [-2.1548, 1.0516, -1.1292], [-2.1559, -1.2097, -0.2557], [1.0920, -0.4670, 1.9762], [1.1232, -1.8774, -1.1826], [1.8015, -0.7291, -1.2970], [0.2354, -2.5615, -0.7607], [2.4036, 0.1084, -1.5975]], "lowdin_charge": [0.0174, -0.4399, 0.0058, -0.0981, 0.1189, -0.5575, 0.0251, 0.1647, 0.1168, 0.1131, 0.2146, 0.2081, -0.0037, 0.0176, 0.0776, 0.0196]}

---

Which of them is most stable, and which least? Most stable: w; least stable: x.

---

## w
{"formula": "C6H6N2O2", "method": "wB97M-V/def2-TZVPD", "e_homo_ev": -7.77, "gap_ev": 7.90, "species": ["O", "C", "C", "C", "N", "C", "O", "N", "H", "H", "H", "H", "C", "C", "H", "H"], "xyz": [[1.2891, -1.3715, -0.3666], [0.2651, -0.6529, -0.0856], [0.1426, 0.8214, -0.0758], [-1.0383, 1.4350, -0.1121], [-2.1666, 0.7135, -0.1300], [-2.1647, -0.5685, -0.0683], [-3.1435, -1.3426, 0.1023], [-0.9611, -1.2487, 0.1471], [1.0808, 1.4633, -0.2740], [-1.1099, 2.5779, 0.0280], [-2.9456, 1.2365, -0.0849], [-1.0458, -2.2465, 0.0371], [3.2025, -0.2682, -0.3181], [2.5811, -0.0976, 0.7163], [3.6722, -0.4593, -1.2562], [2.3422, 0.0081, 1.7408]], "lowdin_charge": [-0.0633, -0.3805, -0.0142, -0.0785, 0.1442, -0.4888, 0.0268, 0.2032, 0.1340, 0.1689, 0.1291, 0.1654, 0.0248, -0.0600, 0.0376, 0.0512]}

---

## x
{"formula": "C6H6N2O2", "method": "wB97M-V/def2-TZVPD", "e_homo_ev": -9.68, "gap_ev": 9.37, "species": ["C", "C", "C", "C", "C", "C", "H", "H", "H", "H", "H", "H", "N", "N", "O", "O"], "xyz": [[-1.0887, -0.4949, 0.1871], [-1.4508, 0.8127, -0.2047], [-0.5575, 1.9021, -0.1113], [0.7908, 1.6041, 0.1032], [0.9900, 0.2414, 0.1260], [2.4635, -0.3302, 0.0452], [-1.9832, -2.4192, 1.3527], [-2.9820, -1.4843, -0.2675], [-2.5397, 0.9506, -0.4404], [-0.8961, 2.8685, -0.7694], [1.5625, 2.2289, -0.0757], [1.5222, -1.9760, -0.1316], [-1.9675, -1.7617, 0.0839], [0.0984, -0.7482, 0.3105], [2.5094, -1.6907, -0.6391], [3.5287, 0.2969, 0.4310]], "lowdin_charge": [-0.4294, -0.0342, -0.0434, -0.0005, -0.1736, -0.2522, 0.2456, 0.0773, 0.1155, 0.1695, 0.0862, 0.1770, -0.0017, 0.1035, -0.0673, 0.0279]}

---

Which of them is most stable, and which least? Most stable: w; least stable: x.

---

## w
{"formula": "C3H8Si", "method": "wB97M-V/def2-TZVPD", "e_homo_ev": -9.80, "gap_ev": 10.78, "species": ["C", "C", "C", "Si", "H", "H", "H", "H", "H", "H", "H", "H"], "xyz": [[0.7006, -1.0656, -0.9512], [0.2533, -0.1713, -0.0463], [0.3404, -0.4534, 1.4428], [-0.8369, 1.2409, -0.6680], [1.3818, -1.9414, -0.6013], [0.6988, -0.8277, -2.0326], [-0.6587, -0.5719, 1.9165], [0.7244, 0.4058, 1.9916], [0.9594, -1.3535, 1.4639], [-0.5735, 2.6256, -0.1670], [-0.7094, 1.1523, -2.1360], [-2.2801, 0.9602, -0.2126]], "lowdin_charge": [-0.0572, -0.5538, -0.1373, 0.6402, 0.0901, 0.0404, 0.0802, 0.0665, 0.0628, -0.0893, -0.0768, -0.0657]}

---

## x
{"formula": "C3H8Si", "method": "wB97M-V/def2-TZVPD", "e_homo_ev": [-8.46, -9.08], "gap_ev": [7.94, 8.77], "species": ["C", "C", "C", "Si", "H", "H", "H", "H", "H", "H", "H", "H"], "xyz": [[0.6498, 0.5855, -1.9319], [0.1408, 0.3044, 1.0788], [-1.2146, -0.4430, 1.0943], [1.3212, -0.0760, -0.3283], [0.0301, -0.1554, -2.5866], [0.1389, 1.5063, -1.8040], [-0.0016, 1.2602, 1.5922], [-1.0841, -1.4781, 0.6188], [-1.8803, 0.0897, 0.3109], [-1.7151, -0.4806, 2.0275], [1.4952, -1.5802, -0.6504], [2.4129, 0.8554, -0.1786]], "lowdin_charge": [-0.1687, -0.2552, -0.2047, 0.4915, 0.0249, -0.0413, 0.0392, 0.0709, 0.0921, 0.0343, -0.0215, -0.0616]}

---

Which of them is most stable, and which least? Most stable: w; least stable: x.